This record from the Open Molecules 2025 dataset describes C27H54AlCl2CsF7IN5O14PS2 as an isolated structure in a non-equilibrium geometry. The level of theory is wB97M-V/def2-TZVPD.

Last column: Mulliken charge in e.
Cartesian coordinates (Å):
C 0.7792 0.9074 -1.0915  -0.693
N 0.2479 -0.4789 -0.8525  0.669
C 1.2103 -1.5643 -1.2591  -0.706
C -1.0775 -0.6965 -1.4738  0.178
O -1.4131 -0.3028 -2.7082  -0.774
C -2.2357 -1.5240 -0.6104  -4.240
C -2.4917 -0.8229 0.8738  0.790
C -2.8218 0.7117 0.4409  0.405
C -3.8055 1.5230 1.4373  -0.769
C -2.9655 2.5726 2.3956  -0.415
N -2.2094 3.5763 1.5334  -0.523
O -1.2853 -0.8907 1.7398  -0.090
S -1.3292 -2.5267 2.2707  1.142
O -0.3979 -3.4194 1.4194  -0.573
O -0.8678 -2.8332 3.6848  -0.644
O -2.9069 -3.0224 1.7927  -0.350
C -3.5676 -1.6920 1.7291  0.304
Cl -3.7356 -1.3361 3.5605  -0.016
C -4.9693 -1.8312 0.8849  -0.143
C -6.1681 -2.5080 1.7565  -0.164
O -6.1939 -3.7952 1.8355  -0.524
I -7.5817 -1.1371 2.6928  0.214
H 1.9234 0.9270 -1.3164  0.323
H 0.1900 1.5218 -1.8746  0.229
H 0.6615 1.4890 -0.0813  0.331
H 2.1738 -1.1956 -1.7699  0.398
H 1.5375 -2.1629 -0.3053  0.155
H 0.6446 -2.3301 -1.9421  0.243
H -3.2333 -1.4338 -1.2479  3.181
H -1.8613 -2.6229 -0.5369  0.612
H -3.3011 0.7608 -0.6289  -0.026
H -1.7886 1.2641 0.3841  -0.272
H -4.5539 0.8756 2.0290  0.157
H -4.4583 2.2197 0.7559  0.265
H -3.7792 3.2126 2.9436  0.305
H -2.2777 2.0371 3.1491  0.226
H -2.6412 3.6469 0.5910  0.265
H -1.2320 3.2555 1.3848  0.150
H -4.8090 -2.4653 -0.0984  0.016
H -5.2171 -0.7546 0.5169  0.439
Cs -3.9394 -1.4643 -2.6317  1.101
C 4.9146 -4.2947 -1.4446  -1.139
C 5.1180 -2.7641 -1.4738  0.201
O 4.0894 -2.2477 -2.1265  -0.515
H 4.8861 -4.7219 -2.4526  0.325
H 5.7467 -4.7682 -0.9114  0.358
H 3.9914 -4.5740 -0.9255  0.286
H 6.1294 -2.6151 -1.8895  0.271
H 5.2688 -2.4726 -0.4197  -0.009
C 3.3905 3.4897 2.5983  0.572
F 4.1661 3.3673 1.4843  -0.234
F 3.5016 2.3012 3.2622  -0.246
F 4.0094 4.4134 3.3810  -0.237
S 1.6238 3.9333 2.2074  1.137
O 1.1329 2.8351 1.3693  -0.743
O 1.6923 5.2130 1.5054  -0.699
O 0.9501 4.0187 3.5030  -0.683
O 7.2856 2.2543 3.4983  -0.783
P 7.4939 1.1828 2.4101  1.026
N 7.5821 -0.0834 3.5635  0.097
C 8.4739 -1.2286 3.5895  -0.893
C 6.2740 -0.5007 4.0505  -1.166
N 9.0496 1.8169 2.0024  0.166
C 10.2040 1.5758 2.8629  -1.068
C 9.0214 3.2514 1.6893  -1.113
N 7.6937 -0.0319 1.1210  0.159
C 8.9441 -0.3653 0.4474  -0.917
C 6.6628 0.1939 0.0933  -0.990
H 8.1943 -1.9965 2.8589  0.348
H 8.4630 -1.7012 4.5785  0.356
H 9.5129 -0.9596 3.4272  0.183
H 5.7674 -1.1457 3.3153  0.323
H 5.6294 0.3681 4.2381  0.436
H 6.3507 -1.0419 5.0030  0.300
H 9.9706 1.7367 3.9187  0.333
H 11.0454 2.2243 2.5995  0.385
H 10.5928 0.5697 2.7267  0.280
H 9.0115 3.8677 2.5945  0.361
H 8.1342 3.5025 1.1002  0.313
H 9.8984 3.5388 1.0881  0.561
H 9.3451 0.4670 -0.1444  0.341
H 8.7885 -1.2072 -0.2377  0.327
H 9.7115 -0.7044 1.1432  0.274
H 6.8706 1.1039 -0.4790  0.334
H 5.6803 0.3097 0.5660  0.553
H 6.5854 -0.6534 -0.5956  0.000
Al 4.0192 -1.3325 4.8084  0.805
C -8.8076 2.4695 3.8452  -1.102
C -8.4420 3.2460 2.5900  0.463
C -9.4772 4.3154 2.2794  -1.322
O -8.3453 2.3461 1.4873  -0.521
H -9.7680 1.9572 3.7224  0.317
H -8.0606 1.6962 4.0500  0.153
H -8.8735 3.1308 4.7135  0.385
H -7.4599 3.7112 2.7184  0.226
H -10.4608 3.8676 2.1018  0.339
H -9.2078 4.8577 1.3682  0.327
H -9.5632 5.0320 3.1008  0.377
H -9.2110 1.9288 1.3654  0.348
C -9.0541 -3.5783 -10.1979  -1.121
C -7.6332 -3.0569 -10.0934  -0.240
O -7.4352 -2.3787 -8.8433  -0.329
C -7.1593 -3.1705 -7.7673  0.156
O -7.0836 -4.3829 -7.8130  -0.548
C -6.9321 -2.3163 -6.5168  1.056
F -7.8521 -1.3278 -6.3845  -0.280
F -5.7235 -1.7056 -6.5227  -0.259
F -6.9854 -3.0380 -5.3697  -0.267
H -9.7733 -2.7691 -10.0405  0.289
H -9.2311 -4.0232 -11.1802  0.377
H -9.2537 -4.3347 -9.4339  0.302
H -7.4532 -2.3223 -10.8830  0.357
H -6.8991 -3.8563 -10.2251  0.342
Cl -5.0037 -2.9538 -8.8425  -0.399
F 10.1339 4.9080 -0.1152  -0.582

HOMO level, eV: -7.254
Orbital gap, eV: 0.97
Lowest unoccupied orbital energy, eV: -6.3
2S+1: 1

---

This record from the Open Molecules 2025 dataset describes a 3-piece molecular cluster, C27H54BrIN2O3Si overall in a non-equilibrium geometry. The level of theory is wB97M-V/def2-TZVPD.

Last column: Mulliken spin population.
Cartesian coordinates (Å):
Br 2.6919 0.7156 3.5765  0.000
C 2.4834 0.2639 1.6880  -0.002
C 2.4462 1.5227 0.7979  0.001
C 1.1196 1.6304 -0.0066  0.002
Si -0.2759 2.2106 1.1309  0.008
C -1.9884 1.6172 0.5497  -0.001
C -2.7642 1.0758 1.7692  0.000
C -2.2093 -0.2566 2.2770  -0.010
I -2.0476 -0.2787 4.4289  0.001
C -0.2850 4.0759 1.4427  0.000
C 0.3423 4.2355 2.8266  0.000
C -0.5667 4.0238 4.0026  0.000
O -0.0949 5.3077 3.6009  0.000
H 3.3623 -0.3281 1.4530  0.000
H 1.6192 -0.3777 1.5359  0.002
H 2.6093 2.3946 1.4254  0.000
H 3.2396 1.3955 0.0618  0.000
H 1.2833 2.2730 -0.8700  -0.001
H 0.8694 0.6151 -0.3250  0.000
H -0.0549 1.5115 2.4190  0.000
H -2.5736 2.4421 0.1392  0.000
H -1.9180 0.8381 -0.2133  0.000
H -2.6716 1.8052 2.5742  0.001
H -3.8277 0.9454 1.5689  0.000
H -1.2079 -0.4829 1.9213  0.010
H -2.8357 -1.1082 2.0349  0.001
H -1.2782 4.5059 1.5529  0.000
H 0.3592 4.6264 0.7554  0.000
H 1.3719 3.9037 2.9388  0.000
H 0.0667 3.4652 4.6802  0.000
H -1.5871 3.8022 3.7349  0.000
C -0.1479 -6.9296 3.5775  0.010
C -0.2338 -5.7180 2.6076  0.019
C 0.9525 -5.7245 1.6374  0.024
C 2.2742 -5.3034 2.2744  -0.022
C 2.1211 -3.9560 2.9760  0.022
C 0.9722 -3.9418 3.9847  0.028
N -0.3027 -4.4419 3.3816  0.382
O -0.8126 -3.5124 2.6330  0.548
C 1.3806 -4.7868 5.2069  0.013
C 0.7857 -2.5317 4.5265  -0.027
C -1.5072 -5.9377 1.7955  -0.004
H -0.9662 -7.6289 3.4099  0.000
H 0.7825 -7.4882 3.4663  0.000
H -0.2408 -6.6334 4.6193  -0.010
H 0.7416 -5.0452 0.8048  0.004
H 1.0534 -6.7203 1.2009  0.002
H 2.6220 -6.0665 2.9761  0.000
H 3.0433 -5.2282 1.5029  0.002
H 3.0510 -3.6946 3.4850  -0.001
H 1.9569 -3.1792 2.2210  0.004
H 0.5517 -4.8808 5.9101  -0.008
H 2.2050 -4.3037 5.7309  0.000
H 1.7251 -5.7874 4.9513  0.001
H 0.6129 -1.8059 3.7353  0.010
H 1.6809 -2.2111 5.0592  0.000
H -0.0522 -2.4845 5.2200  -0.001
H -2.3919 -5.9035 2.4331  -0.002
H -1.4653 -6.9193 1.3236  0.001
H -1.6266 -5.2014 1.0023  0.002
C -2.5508 2.3176 -5.1461  0.016
C -1.5559 3.2741 -4.4312  0.025
C -1.3260 4.5330 -5.2732  0.023
C -0.4475 4.3044 -6.4988  -0.017
C 0.8672 3.6446 -6.0935  0.020
C 0.6622 2.3584 -5.2922  0.033
N -0.2730 2.5615 -4.1411  0.345
O 0.3538 3.1803 -3.1900  0.574
C 0.1438 1.2616 -6.2422  0.014
C 2.0110 1.8455 -4.7984  -0.014
C -2.2524 3.6933 -3.1391  -0.025
H -3.4809 2.2248 -4.5868  0.001
H -2.8097 2.6587 -6.1494  0.000
H -2.1677 1.3030 -5.2236  -0.012
H -0.8548 5.3018 -4.6523  0.003
H -2.2914 4.9390 -5.5815  0.001
H -0.9732 3.6956 -7.2397  0.000
H -0.2414 5.2605 -6.9836  0.002
H 1.4602 3.4240 -6.9835  -0.001
H 1.4539 4.3557 -5.5032  0.003
H -0.1047 0.3533 -5.6911  -0.008
H 0.9150 1.0063 -6.9686  0.000
H -0.7304 1.5605 -6.8171  0.001
H 2.5450 2.5890 -4.2090  0.001
H 2.6426 1.5935 -5.6495  0.000
H 1.8901 0.9479 -4.1893  0.002
H -2.4078 2.8373 -2.4795  0.006
H -3.2265 4.1187 -3.3799  0.000
H -1.6937 4.4516 -2.5923  0.001

Relative energy (zero: lowest compared OMol25 entry of this formula, charge and spin), kJ/mol: 89.20
HOMO level (spin up / spin down), eV: -8.537 / -8.855
Orbital gap (spin up / spin down), eV: 9.12 / 8.87
Lowest unoccupied orbital energy (spin up / spin down), eV: 0.6 / 0.0
2S+1: 3